This record from the OMol25 dataset describes a cluster of 5 separate species, C5H17NO5 in total in a non-equilibrium geometry. The level of theory is ωB97M-V with the def2-TZVPD basis set.

Each line ends with the Mulliken charge.
Positions of all 28 atoms, in Å:
O1 0.96849 -1.51367 1.81299  -0.5622
C1 -0.09840 -0.98415 2.07473  0.0942
N1 -0.21985 0.35522 2.31532  -0.0128
C2 -1.51312 0.95054 1.88250  -0.7452
C3 -1.09986 1.69546 0.56276  -0.2429
C4 0.44397 1.67055 0.49816  -0.0696
C5 0.84989 1.23951 1.94045  -0.8604
H1 -0.98091 -1.62984 2.15866  0.3723
H2 -1.79810 1.69509 2.61688  0.3341
H3 -2.15990 0.12288 1.62927  0.3363
H4 -1.51760 2.70043 0.53468  0.3288
H5 -1.50408 1.21698 -0.32803  -0.0481
H6 0.78525 0.82969 -0.09838  -0.1734
H7 0.84745 2.65233 0.27779  0.4469
H8 1.78828 0.70347 1.89473  0.4492
H9 0.84353 2.14146 2.55263  0.3256
O2 1.76287 -1.62699 -1.94340  -0.7020
H10 1.88925 -1.24055 -1.07719  0.3306
H11 0.81408 -1.52604 -2.10630  0.3810
O3 -0.88382 -0.57090 -2.86161  -0.6623
H12 -1.38515 -0.15192 -2.15241  0.3208
H13 -1.37327 -1.39686 -2.95515  0.3271
O4 -1.97243 -2.61073 -1.19008  -0.5809
H14 -1.60077 -3.43502 -1.51157  0.3024
H15 -2.41942 -2.73118 -0.35201  0.2823
O5 3.15496 0.80403 -1.78859  -0.6396
H16 2.46922 0.36980 -2.31830  0.3605
H17 3.90940 0.27041 -2.06856  0.3073

Atomic forces in eV per Å
O -0.24 -0.05 0.06
C 1.80 -0.22 -0.11
N -1.70 -0.66 0.26
C 2.10 0.32 -1.08
C -0.18 0.00 -0.16
C -0.51 -0.37 1.46
C -0.18 0.61 -1.32
H -0.49 0.50 0.10
H -0.72 -0.35 0.17
H -0.76 0.23 0.61
H 0.14 0.13 0.16
H -0.17 -0.22 0.07
H 0.14 0.50 -0.72
H 0.33 -0.23 -0.57
H 0.19 0.13 0.50
H 0.25 -0.30 0.46
O -0.25 -0.19 -0.33
H 0.16 -0.01 0.46
H -0.01 0.15 -0.12
O -0.17 -0.05 0.03
H 0.17 0.12 0.00
H 0.04 -0.01 -0.07
O 0.00 0.61 -0.43
H -0.10 -0.26 0.47
H 0.06 -0.50 0.03
O 0.10 -0.21 -0.42
H -0.20 0.12 0.20
H 0.19 0.21 0.27

Calculated values
E_tot = -631.65472 a.u.
strongest force on any atom = 2.38 eV/A
SMILES string = O=CN1CCCC1.O.O.O.O

This record from the OMol25 dataset describes a cluster of 4 separate species, C5H18N2O4 in total in a non-equilibrium geometry. The level of theory is ωB97M-V with the def2-TZVPD basis set.

Each line ends with the Mulliken charge.
Positions of all 29 atoms, in Å:
C1 -0.87878 0.36116 1.88094  -1.6826
C2 0.31474 0.41227 0.89611  0.7373
C3 0.70721 1.86666 0.51836  -1.6976
C4 0.15648 -0.51793 -0.30257  -0.1485
N1 1.37191 -0.52964 -1.09408  -0.5849
C5 -1.03710 -0.04841 -1.17492  0.0092
N2 -2.26075 -0.53643 -0.92147  -0.2504
O1 -0.77685 0.82258 -2.00509  -0.6417
H1 -0.74511 1.09836 2.66265  0.5072
H2 -0.82390 -0.61027 2.38106  0.3197
H3 -1.82559 0.45916 1.35854  0.3553
H4 1.12780 0.00646 1.49247  0.3245
H5 0.77973 2.02956 -0.54930  0.3911
H6 0.12247 2.61151 1.05305  0.3787
H7 1.72290 2.02257 0.90184  0.3477
H8 0.03441 -1.55615 0.00625  0.6986
H9 1.39426 -1.35437 -1.67612  0.2550
H10 1.40096 0.29819 -1.68066  0.2507
H11 -2.35189 -1.43277 -0.47733  0.2408
H12 -3.02977 -0.16619 -1.45854  0.2635
O2 3.31815 -0.97013 1.01927  -0.6814
H13 4.01553 -1.51900 0.64625  0.3011
H14 3.08301 -0.38273 0.27969  0.2986
O3 -2.85545 2.39382 -1.19450  -0.6249
H15 -1.90548 2.19596 -1.10764  0.2795
H16 -2.77909 2.78881 -2.08399  0.3285
O4 1.26775 -2.94107 1.77072  -0.6134
H17 1.72160 -3.74814 1.49863  0.2784
H18 1.98842 -2.28632 1.78428  0.3600

Atomic forces in eV per Å
C 0.69 -0.70 -0.53
C -0.40 0.47 0.99
C 1.01 -0.60 0.63
C -0.50 -0.38 -0.55
N 0.52 0.41 0.03
C 1.54 0.26 0.04
N -0.03 -0.10 -0.35
O -0.65 -0.24 0.05
H -0.17 0.33 0.00
H -0.36 -0.05 -0.08
H -0.21 0.25 0.26
H 0.26 -0.11 -0.25
H -0.43 0.30 -0.13
H -0.41 0.02 -0.41
H -0.03 0.08 -0.13
H -0.33 0.07 0.49
H 0.05 0.08 -0.20
H -0.12 -0.20 -0.20
H -0.06 0.10 0.19
H -0.04 0.01 0.04
O 0.50 0.10 0.02
H 0.08 -0.02 0.11
H -0.50 -0.36 0.07
O 0.64 0.60 -0.78
H -0.36 -0.23 0.37
H -0.64 -0.13 0.41
O 0.36 -0.10 -0.01
H -0.21 0.04 0.08
H -0.22 0.11 -0.18

Calculated values
E_tot = -611.80204 a.u.
strongest force on any atom = 1.57 eV/A
SMILES string = CC(C)[C@H](N)C(N)=O.O.O.O

This record from the OMol25 dataset describes a cluster of 5 separate species, C5H18N2O4 in total in a non-equilibrium geometry. The level of theory is ωB97M-V with the def2-TZVPD basis set.

Each line ends with the Löwdin spin population.
Positions of all 29 atoms, in Å:
C1 -2.40350 1.01322 -0.47811  0.0030
C2 -1.55371 -0.10238 -1.21821  0.0190
C3 -0.25567 -0.42781 -0.48830  0.1633
C4 0.31719 -1.65259 -0.51603  0.4344
C5 0.60242 1.43040 0.80482  0.0152
N1 0.55696 0.67051 -0.21386  0.2582
N2 -3.15874 0.48543 0.58929  0.0095
H1 -2.94830 1.61563 -1.19406  -0.0001
H2 -1.72531 1.86385 -0.14823  -0.0002
H3 -2.18089 -0.95320 -1.35657  0.0018
H4 -1.11118 0.17470 -2.17699  0.0105
H5 -0.19782 -2.40792 -1.15002  0.0128
H6 1.31241 -1.96978 -0.09687  0.0093
H7 -0.15893 1.28198 1.56951  0.0098
H8 1.43267 2.09242 0.86638  0.0019
H9 -2.59300 0.01782 1.27243  0.0018
H10 -4.00645 -0.08196 0.36158  0.0003
H11 1.62539 0.00554 2.34854  -0.0003
H12 2.12579 -0.92766 3.36142  0.0000
O1 1.64348 -0.09697 3.29665  -0.0001
H13 2.09187 -1.91875 -3.19712  -0.0004
H14 2.38160 -0.34260 -3.04834  -0.0001
O2 2.57280 -1.22446 -2.73202  0.0157
H15 -0.78673 -1.49985 2.08960  0.0050
H16 -0.10193 -1.17815 3.50299  0.0002
O3 -0.45558 -1.84917 2.92847  0.0125
H17 2.38534 1.26450 -1.21445  0.0012
H18 1.97386 2.68282 -2.04058  -0.0002
O4 2.61596 2.03441 -1.72192  0.0161

Atomic forces in eV per Å
C 1.96 0.88 -0.96
C 0.97 1.27 1.00
C -0.23 3.80 -0.96
C 1.53 -3.13 -0.41
C -0.39 -1.22 -0.96
N -1.29 -1.98 1.35
N -1.54 -0.40 0.20
H -0.81 -0.58 -0.28
H -0.47 -1.22 0.14
H -0.19 -0.84 -0.11
H -0.53 0.41 -0.45
H 0.29 0.37 0.90
H -1.17 0.76 -0.40
H 0.34 0.35 0.34
H 0.25 1.01 0.19
H -0.09 -0.21 0.36
H 1.25 0.82 0.14
H 0.04 0.19 -0.40
H 0.16 -0.16 0.49
O 0.17 0.01 0.10
H 0.06 0.59 -0.39
H -0.21 0.04 -0.63
O 0.05 -0.56 1.09
H 0.17 0.26 0.73
H 0.17 0.87 -0.06
O -0.59 -1.30 -0.81
H -1.03 0.07 -0.05
H -0.35 -0.91 0.60
O 1.51 0.81 -0.74

Calculated values
E_tot = -611.36574 a.u.
strongest force on any atom = 3.92 eV/A
spin multiplicity = 2
net charge = +1